--- a ---
Computed, not measured: an isolated molecule of C5H9N3O, with ωB97M-V with the def2-TZVPD basis set.

Last column: Mulliken charge in e.
CARTESIAN COORDINATES (ANGSTROEM)
O -1.83614 -0.82069 0.31163  -0.57
N 0.45425 1.85967 1.74542  -0.53
N 1.41144 -1.41224 0.60804  -0.14
N 2.07738 0.21686 1.98041  -0.73
C -0.89459 0.81032 -1.27020  -1.00
C 0.87728 0.55617 1.38726  1.08
C 2.34925 -0.96136 1.45438  -0.29
C 0.48502 -0.40330 0.53435  -0.53
C -0.61408 -0.49553 -0.39876  0.05
H 0.79865 2.14828 2.67069  0.29
H 3.25261 -1.54976 1.59195  0.38
H -0.30261 0.59463 -2.17519  0.30
H -2.04813 0.81300 -1.49288  0.25
H -0.59768 2.03159 1.69599  0.27
H -2.57961 -0.94806 -0.32677  0.34
H 1.67656 -2.17864 -0.00434  0.26
H -0.50723 1.75276 -0.82666  0.34
H -0.39268 -1.33754 -1.09257  0.25

Kohn-Sham gap   8.688 eV
Structure (SMILES)   C[C@H](O)c1[nH]cnc1N
LUMO   0.75 eV
HOMO   -0.292 Eh



--- b ---
Computed, not measured: a cluster of 2 separate species, C5H9N3O in total, with ωB97M-V with the def2-TZVPD basis set.

Last column: Mulliken charge in e.
CARTESIAN COORDINATES (ANGSTROEM)
O 0.01307 -0.20432 -1.90729  -0.68
N -1.75265 -2.10993 -0.63527  -0.55
N 1.06420 0.41128 1.32308  -0.73
N -0.91129 1.39108 -0.60279  -0.31
C 1.22305 0.47800 0.08063  0.84
C 0.06724 0.51879 -0.92995  0.25
C 2.57414 0.44194 -0.54976  -1.21
C -1.76773 -0.92211 1.57498  -1.42
C -1.73294 -1.48297 0.39216  0.89
H -1.17340 -1.86623 -1.42971  0.40
H -2.55969 -0.23362 1.81855  0.29
H -1.26394 -1.38895 2.40383  0.40
H -1.70188 1.50016 -1.21428  0.27
H 2.63984 -0.43796 -1.19088  0.29
H 2.71598 1.31711 -1.18392  0.32
H -0.82648 1.98660 0.20356  0.23
H 0.05167 0.19305 1.62875  0.37
H 3.34079 0.40808 0.21832  0.33

Kohn-Sham gap   9.604 eV
Structure (SMILES)   [H]/N=C(/C)C(N)=O.C=C=N
LUMO   0.77 eV
HOMO   -0.325 Eh



--- c ---
Computed, not measured: an isolated molecule of C5H9N3O, with ωB97M-V with the def2-TZVPD basis set.

Last column: Mulliken charge in e.
CARTESIAN COORDINATES (ANGSTROEM)
O 1.74100 -0.01913 1.93311  -0.60
N -0.40214 -0.45396 1.16142  0.23
N 1.29059 0.11409 -2.77438  -0.64
N -1.29427 0.05713 0.13350  -0.54
C 0.68681 -0.26520 -1.44472  -0.28
C 0.93202 0.67731 -0.26053  -0.39
C -0.38974 0.55535 -0.88665  0.03
C 0.90197 0.07076 1.08594  0.23
C -1.11506 -0.59518 2.44595  -0.78
H 1.56436 1.49928 -0.51344  0.40
H -1.44054 0.43878 2.85250  0.30
H 0.66803 -1.30804 -1.31406  0.44
H 0.63511 -0.21391 -3.48029  0.26
H 1.48786 1.14672 -2.84209  0.26
H -0.42996 -1.21757 3.18847  0.29
H -2.18001 -1.21740 2.36408  0.22
H -0.83753 1.43514 -1.40977  0.31
H -1.81850 -0.70416 -0.23904  0.26

Kohn-Sham gap   9.388 eV
Structure (SMILES)   CN1N[C@@H]2[C@@H](N)[C@@H]2C1=O
LUMO   0.87 eV
HOMO   -0.313 Eh



Energies relative to the minimum, hartree: a 0.0000; b 0.0276; c 0.0701